DFT (ωB97M-V with the def2-TZVPD basis set) results for CClIN4 in the gas phase.

The geometry in ORCA input format:
```
! wB97M-V def2-TZVPD RIJCOSX def2/J DEFGRID3
* xyz 0 1
C -0.59 -0.51 -0.08
N 0.24 -1.50 0.02
N 0.11 0.71 -0.06
N 1.44 -0.94 0.13
N 1.38 0.31 0.05
Cl 0.00 2.44 -0.01
I -2.59 -0.50 -0.05
*
```

Properties
* LUMO: -0.74 eV
* E_HOMO: -10.192 eV
* SMILES string: Cln1nnnc1I
* electronic energy: -1014.9035 Ha
* gap between HOMO and LUMO: 9.454 eV

=====

DFT (ωB97M-V with the def2-TZVPD basis set) results for a molecular structure, C44H35AsCeN2O3S4.

The geometry in ORCA input format:
```
! wB97M-V def2-TZVPD RIJCOSX def2/J DEFGRID3
* xyz -1 2
Ce -0.82 0.73 0.49
S -2.68 2.43 -1.19
C -2.31 1.12 -2.11
N -1.71 0.00 -1.68
C -1.66 -0.93 -2.70
C -0.95 -2.18 -2.60
C -1.02 -3.07 -3.67
C -1.70 -2.77 -4.83
C -2.25 -1.51 -4.98
C -2.24 -0.68 -3.90
S -2.94 1.00 -3.82
H -0.31 -2.36 -1.78
H -0.55 -4.04 -3.54
H -1.91 -3.53 -5.52
H -2.86 -1.26 -5.86
S 1.54 2.67 0.12
C 3.14 1.83 0.22
C 4.10 2.13 1.24
C 5.27 1.33 1.34
C 5.40 0.22 0.53
C 4.50 0.00 -0.53
C 3.30 0.74 -0.65
As 1.78 0.26 -1.76
C 1.64 1.46 -3.18
C 2.23 2.67 -3.35
C 1.92 3.46 -4.49
C 0.97 3.07 -5.44
C 0.35 1.87 -5.25
C 0.69 1.02 -4.13
C 2.62 -1.20 -2.72
C 3.15 -1.09 -3.99
C 3.96 -2.03 -4.55
C 4.15 -3.21 -3.83
C 3.57 -3.42 -2.56
C 2.79 -2.42 -2.00
H 3.98 2.98 1.86
H 6.04 1.55 2.10
H 6.22 -0.39 0.58
H 4.67 -0.75 -1.30
H 2.92 2.92 -2.59
H 2.44 4.37 -4.66
H 0.66 3.75 -6.18
H -0.33 1.51 -5.97
H 0.22 0.08 -4.02
H 2.96 -0.15 -4.47
H 4.51 -1.93 -5.52
H 4.83 -3.97 -4.19
H 3.71 -4.42 -2.05
H 2.35 -2.60 -1.05
N -0.64 2.17 2.78
C -1.40 3.22 2.15
C -0.78 4.46 1.73
C -1.57 5.48 1.34
C -2.94 5.34 1.32
C -3.54 4.14 1.65
C -2.76 3.10 2.06
C -3.43 1.82 2.32
C -4.47 1.85 3.28
C -5.19 0.67 3.60
C -4.81 -0.54 3.00
C -3.70 -0.50 2.15
C -2.98 0.66 1.75
H 0.37 2.48 2.92
H -1.05 2.03 3.69
H 0.28 4.56 1.90
H -1.18 6.47 1.08
H -3.63 6.19 1.15
H -4.65 4.11 1.47
H -4.81 2.86 3.54
H -6.04 0.72 4.26
H -5.25 -1.55 3.15
H -3.44 -1.46 1.68
C -1.78 -4.06 6.66
C -1.05 -3.47 5.43
C -1.16 -4.14 4.21
C -0.55 -3.68 3.07
C 0.19 -2.49 3.18
C 0.40 -1.84 4.36
C -0.23 -2.33 5.54
S 0.68 -1.86 1.61
O 1.55 -2.85 0.96
O 1.21 -0.54 1.92
O -0.62 -1.78 0.89
H -1.48 -3.48 7.56
H -1.47 -5.00 6.94
H -2.92 -3.85 6.57
H -1.72 -5.07 4.30
H -0.88 -4.19 2.12
H 1.06 -0.92 4.36
H 0.03 -1.94 6.44
*
```

Properties
* LUMO (alpha / beta): 2.32 / 2.32 eV
* E_HOMO (alpha / beta): -4.785 / -4.785 eV
* electronic energy: -6336.7256 Ha
* gap between HOMO and LUMO (alpha / beta): 7.107 / 7.108 eV

=====

DFT (ωB97M-V with the def2-TZVPD basis set) results for C25H22BF3O2 in the gas phase.

The geometry in ORCA input format:
```
! wB97M-V def2-TZVPD RIJCOSX def2/J DEFGRID3
* xyz 0 1
C 5.98 -3.30 -1.34
C 5.25 -2.52 -0.36
C 5.58 -1.92 0.81
C 4.37 -1.49 1.44
C 3.38 -1.77 0.49
B 1.74 -1.07 0.42
F 2.04 -0.37 1.61
F 2.06 -0.58 -0.84
F 2.05 -2.63 0.72
O 3.92 -2.40 -0.56
H 7.00 -3.34 -0.96
H 5.57 -4.33 -1.46
H 5.94 -2.81 -2.32
H 6.58 -1.87 1.22
H 4.30 -0.83 2.31
C -2.22 -3.85 -4.32
C -1.59 -3.18 -3.12
C -0.75 -3.88 -2.22
C -0.27 -3.27 -1.05
C -0.45 -1.90 -0.79
C 0.16 -1.33 0.48
C -0.29 0.09 0.81
C -0.17 1.10 -0.17
C -0.35 2.44 0.12
C -0.66 2.81 1.44
O -0.84 4.16 1.76
C -2.16 4.60 1.82
C -2.56 5.16 3.04
C -3.85 5.67 3.16
C -4.71 5.69 2.06
C -4.29 5.12 0.84
C -3.02 4.56 0.72
C -0.84 1.82 2.44
C -0.68 0.48 2.12
C -1.34 -1.23 -1.66
C -1.83 -1.83 -2.83
H -2.63 -3.12 -5.02
H -1.51 -4.51 -4.84
H -3.06 -4.49 -4.01
H -0.52 -4.92 -2.45
H 0.26 -3.90 -0.33
H -0.10 -1.96 1.34
H 0.12 0.80 -1.18
H -0.23 3.20 -0.67
H -1.87 5.14 3.87
H -4.18 6.06 4.12
H -5.72 6.12 2.14
H -4.96 5.11 -0.03
H -2.68 4.09 -0.21
H -1.08 2.13 3.45
H -0.79 -0.27 2.94
H -1.67 -0.22 -1.45
H -2.44 -1.23 -3.51
*
```

Properties
* LUMO: -1.88 eV
* E_HOMO: -7.822 eV
* electronic energy: -1440.7076 Ha
* gap between HOMO and LUMO: 5.939 eV

=====

DFT (ωB97M-V with the def2-TZVPD basis set) results for C20H24N4O4S in the gas phase.

The geometry in ORCA input format:
```
! wB97M-V def2-TZVPD RIJCOSX def2/J DEFGRID3
* xyz 0 1
C 1.15 -4.87 2.88
C 0.27 -5.21 1.68
N 0.94 -6.07 0.73
C 1.80 -5.74 -0.25
N 2.08 -4.45 -0.58
N 1.70 -3.36 0.09
C 2.06 -2.21 -0.33
C 1.68 -1.00 0.36
C 2.03 0.24 -0.16
C 1.65 1.40 0.49
C 0.91 1.36 1.67
C 0.58 0.11 2.23
C 0.97 -1.04 1.56
H 0.70 -1.99 1.99
O -0.13 -0.10 3.37
C -0.16 0.87 4.39
H -0.81 1.70 4.15
H -0.54 0.35 5.27
H 0.84 1.25 4.61
O 0.46 2.49 2.31
C 0.87 3.75 1.84
C 0.27 4.15 0.48
O 0.81 4.98 -0.22
N -0.88 3.50 0.22
C -1.69 3.56 -0.93
C -2.76 2.67 -1.01
C -3.60 2.67 -2.11
C -3.37 3.57 -3.16
C -2.30 4.45 -3.06
C -1.47 4.45 -1.97
H -0.64 5.14 -1.91
H -2.13 5.14 -3.88
O -4.13 3.66 -4.28
C -5.22 2.78 -4.44
H -5.96 2.93 -3.65
H -4.90 1.74 -4.45
H -5.66 3.03 -5.40
H -4.41 1.97 -2.15
H -2.94 1.97 -0.21
H -1.18 2.83 0.92
H 1.96 3.83 1.78
H 0.52 4.47 2.59
H 1.91 2.35 0.05
H 2.59 0.31 -1.08
H 2.68 -2.10 -1.23
H 2.70 -4.36 -1.39
S 2.52 -6.93 -1.15
H 0.90 -7.06 0.91
H -0.03 -4.29 1.17
H -0.63 -5.74 2.02
H 1.50 -5.77 3.37
H 0.60 -4.27 3.59
H 2.02 -4.30 2.55
*
```

Properties
* LUMO: 0.12 eV
* E_HOMO: -7.885 eV
* SMILES string: CCNC(=S)N/N=C/c1ccc(OCC(=O)Nc2ccc(OC)cc2)c(OC)c1
* electronic energy: -1694.6550 Ha
* gap between HOMO and LUMO: 8.009 eV